*w*
23
Properties=species:S:1:pos:R:3:mulliken_charge:R:1 method="wB97M-V/def2-TZVPD" spin_multiplicity=1 homo_energy_ev=-14.03 smiles="CCCCn1[nH]cnc1=[NH2+]" homo_lumo_gap_ev=11.1 total_charge=+1
C 1.92847 -0.61403 1.20468 -1.072
C 2.38032 0.18152 -0.02255 -0.471
C 1.28455 0.93997 -0.81720 -1.018
C -0.05240 1.15939 -0.12114 -0.642
N -0.96917 0.02162 -0.26957 0.324
N -0.64352 -1.20646 -0.75938 -0.126
C -1.75855 -1.93158 -0.75204 0.006
N -2.77154 -1.25986 -0.25935 -0.545
C -2.26718 -0.05497 0.05018 0.398
N -2.96100 0.95640 0.58275 -0.357
H 1.31986 -0.03910 1.89976 0.274
H 2.80982 -0.92944 1.76143 0.385
H 1.40660 -1.53008 0.92563 0.281
H 3.16148 0.88172 0.26224 0.370
H 2.85351 -0.52602 -0.70592 0.273
H 1.09932 0.46339 -1.78215 0.452
H 1.65703 1.93088 -1.07157 0.434
H -0.56046 2.00905 -0.58007 0.537
H 0.06098 1.37134 0.94031 0.445
H 0.28416 -1.46420 -1.05411 0.159
H -1.79428 -2.95152 -1.09891 0.416
H -3.96461 0.92929 0.53693 0.255
H -2.50341 1.66269 1.13006 0.221

=====

*x*
23
Properties=species:S:1:pos:R:3:mulliken_charge:R:1 method="wB97M-V/def2-TZVPD" spin_multiplicity=1 homo_energy_ev=-14.15 smiles=CC(C)c1nn(C)n[n+]1C homo_lumo_gap_ev=10.7 total_charge=+1
C -0.16228 -0.11780 0.05788 0.232
C -2.42979 -0.42894 1.10588 -1.251
C -2.00306 -0.47468 -1.36660 -1.222
C 2.97186 -1.80509 0.10523 -0.643
C 1.06353 2.55857 0.11358 -0.756
C -1.54103 0.24313 -0.05788 0.216
N 0.59311 -1.12725 0.01843 -0.548
N 2.12902 0.38298 0.17571 -0.701
N 1.85479 -0.87971 0.11869 0.833
N 1.13455 1.10287 0.22495 0.432
H -3.45167 -0.16858 0.85415 0.383
H -2.39700 0.10193 2.06809 0.355
H -2.19042 -1.46750 0.99383 0.386
H -1.41824 -0.18821 -2.23277 0.403
H -3.04621 -0.02791 -1.51351 0.355
H -1.96728 -1.57679 -1.20851 0.326
H 3.83771 -1.46182 0.75147 0.257
H 2.54657 -2.72587 0.53458 0.300
H 3.21520 -1.78045 -1.00816 0.311
H 2.05950 2.94687 -0.16057 0.370
H 0.34513 2.75893 -0.63741 0.294
H 0.62623 2.80556 1.10911 0.317
H -1.77022 1.32976 -0.04618 0.352

=====

Stability, descending: *w*, *x*

=====

*w*
8
Properties=species:S:1:pos:R:3:mulliken_charge:R:1 method="wB97M-V/def2-TZVPD" spin_multiplicity=1 homo_energy_ev=-9.62 smiles="C1N=NN=NS1" homo_lumo_gap_ev=8.5 total_charge=0
C -0.10747 -0.19437 -0.22877 -0.402
N 0.34212 -1.62282 -0.05511 -0.148
N 1.27913 -1.98642 -0.84302 0.001
N 1.79177 -1.26185 -1.79216 -0.154
N 1.08606 -0.51767 -2.50293 -0.031
S -0.47043 -0.13437 -2.01378 0.070
H -0.88080 -0.06658 0.50363 0.324
H 0.61834 0.44021 0.20214 0.340

=====

*x*
8
Properties=species:S:1:pos:R:3:mulliken_charge:R:1 method="wB97M-V/def2-TZVPD" spin_multiplicity=1 homo_energy_ev=-9.38 smiles=Sc1nn[nH]n1 homo_lumo_gap_ev=10.2 total_charge=0
C -0.56276 -0.19543 -0.03619 0.710
H -2.54530 1.00509 0.28043 0.163
H 2.19302 0.87326 -0.01212 0.267
N 0.14642 -1.36701 0.00324 -0.244
N 1.41845 -1.03670 -0.05627 -0.424
N 1.37521 0.25776 -0.04165 0.425
N 0.20598 0.82157 -0.07006 -0.616
S -2.23103 -0.35853 -0.06738 -0.282

=====

Stability, descending: *x*, *w*

=====

*w*
19
Properties=species:S:1:pos:R:3:mulliken_charge:R:1 method="wB97M-V/def2-TZVPD" spin_multiplicity=1 homo_energy_ev=-8.34 smiles=NC[C@H](N)CO.O homo_lumo_gap_ev=8.9 total_charge=0
N 1.61127 -0.77608 -0.67901 -0.741
C 0.21195 -0.42906 -0.24792 0.572
C -0.66785 -0.60875 -1.53223 -0.858
O -1.64294 0.43348 -1.64622 -0.525
C 0.26202 1.00071 0.29360 -1.062
N 1.21442 0.98830 1.39833 -0.585
H 1.92277 -0.13062 -1.39346 0.256
H 1.63023 -1.72158 -1.03320 0.241
H -0.07934 -1.14005 0.51604 0.509
H -1.35323 -1.44202 -1.30747 0.235
H -0.12797 -0.83238 -2.45034 0.398
H -1.28941 1.24367 -2.01201 0.305
H -0.70851 1.38562 0.61934 0.336
H 0.62937 1.77307 -0.41443 0.448
H 0.96183 0.29473 2.07910 0.229
H 2.15991 0.98470 1.05146 0.269
H -1.69752 -0.32520 2.97637 0.270
H -1.89268 -0.31522 1.58784 0.284
O -1.14431 -0.38333 2.19418 -0.581

=====

*x*
19
Properties=species:S:1:pos:R:3:mulliken_charge:R:1 method="wB97M-V/def2-TZVPD" spin_multiplicity=1 homo_energy_ev=-7.95 smiles=NCCNCO.O homo_lumo_gap_ev=8.7 total_charge=0
C -0.75711 -0.55406 0.47778 -0.588
N -0.11536 0.38256 -0.46437 -0.069
C -0.45093 0.39535 -1.83544 -0.600
O 0.36854 1.22449 -2.60281 -0.536
C -0.78762 0.18185 1.98486 -0.513
N -0.77207 1.62823 1.96169 -0.509
H -0.09729 -1.45545 0.33776 0.187
H -1.71678 -0.75326 -0.03776 0.340
H 0.45609 1.19831 -0.25112 0.246
H -0.56881 -0.57037 -2.27233 0.373
H -1.47327 0.71730 -2.10303 0.317
H 1.02594 0.75240 -3.08387 0.302
H -1.61383 -0.18982 2.57169 0.336
H 0.08600 -0.20058 2.51209 0.356
H -1.70379 2.00661 1.63681 0.186
H -0.38741 2.11942 2.73016 0.186
H 2.29436 -1.74223 -0.70461 0.306
H 3.07448 -3.07354 -0.43218 0.331
O 3.13886 -2.06719 -0.42531 -0.652

=====

Stability, descending: *w*, *x*